1.
This record from the OMol25 dataset describes a molecular structure, C35H54NOP3W. The level of theory is wB97M-V/def2-TZVPD.

The calculation puts the frontier orbital gap (alpha / beta) at 7.1290 / 6.9753 eV. Its HOMO energy (alpha / beta) is -12.78 / -12.99 eV. As for the spin multiplicity: 3. The value obtained for the molar mass is 781.6 g mol⁻¹. As for the total energy: -70391.2105 eV. The total charge is +2. The LUMO energy (alpha / beta) is -5.7 / -6.0 eV. The calculation puts the max |F| at 0.80 eV/A.

Atoms and positions in Å:
C (0.46960, 1.80950, -2.68346)
W (0.50861, 0.07925, 0.07198)
C (4.41497, 1.16349, -1.86938)
H (0.29155, -0.42892, -5.31867)
C (-4.00245, -0.89384, 2.58173)
H (5.03454, -0.40191, 0.67325)
H (-0.59407, 1.87662, -2.43907)
H (-3.60375, -2.54690, -5.36221)
C (1.28607, -2.43249, -2.68660)
H (-1.50576, -1.94298, -4.27230)
C (1.61992, -2.60879, -4.16782)
H (0.69876, 2.65365, -3.33754)
H (-5.24859, 0.63961, 4.82297)
C (0.82370, -1.77700, 0.91717)
H (-5.15098, -2.01482, -4.70424)
H (-1.21736, -2.42238, 1.20708)
C (-1.12794, 4.02620, 2.88897)
C (1.48445, -4.29798, 1.98211)
H (4.76910, 3.59738, -0.04624)
H (3.44189, 3.37524, 1.11125)
H (-0.63169, -4.59802, 2.14316)
P (3.78642, 1.43100, -0.22481)
C (0.10128, 0.47493, -4.74785)
C (-1.39744, -1.05570, -2.32144)
H (1.87608, 0.40434, -3.52159)
C (0.15616, -3.91939, 1.84258)
H (4.37205, 0.09992, -2.11069)
H (-4.76807, -1.01381, 5.18412)
H (-0.35797, -3.84885, -2.71543)
C (-3.32442, -0.91529, 1.37238)
H (-0.48567, 4.03662, 3.76895)
H (1.19846, -4.53161, -2.24828)
C (-2.06562, -1.47396, -3.47198)
C (-1.40337, 3.43484, 0.46585)
H (-3.65078, -1.59787, 0.60407)
H (5.85770, 1.14803, 0.91443)
H (3.52852, -3.70617, 1.70556)
H (1.62943, -0.53829, 3.39864)
H (3.82345, 1.72413, -2.59362)
H (0.27952, -3.56571, -1.09439)
C (0.92839, -0.03365, 4.06593)
H (0.47271, 3.72018, 1.47477)
H (-0.97701, 0.58843, -4.63333)
P (-0.18759, 1.51574, 2.03979)
H (0.72077, -2.74221, -4.77026)
C (4.88922, 0.64642, 0.93332)
H (3.08534, 3.67408, -0.60442)
C (-0.17371, -2.68209, 1.31366)
H (2.97078, -1.50952, 0.79762)
C (-0.51219, 3.29182, 1.69767)
C (-4.10538, -0.59765, -2.62651)
H (-4.15331, -0.89282, -5.61912)
H (1.73394, -5.26689, 2.39227)
H (4.47733, 0.71027, 1.94060)
H (1.35360, -0.04235, 5.07000)
C (2.49006, -3.42258, 1.59498)
C (2.16593, -2.17934, 1.07631)
H (-1.50652, 4.48988, 0.21175)
O (2.36649, 0.85962, -0.08603)
C (-1.77672, 0.69831, 2.24201)
H (-2.08662, 3.58348, 3.16488)
H (-4.03467, 0.33429, -0.71097)
C (0.69219, 1.41152, 3.63885)
C (-2.22042, -0.09091, 1.17872)
C (0.55213, -3.65992, -2.14520)
H (5.45249, 1.49394, -1.93236)
H (2.19405, -1.78211, -4.58333)
H (0.03387, 1.89454, 4.36761)
P (0.38636, -0.89925, -2.22593)
C (-3.61483, -0.06997, 3.63386)
C (-4.39055, -0.02795, 4.91745)
H (2.21611, -3.51465, -4.28412)
C (-2.47882, 0.70692, 3.44625)
H (1.84529, 3.26455, 3.39918)
H (1.05240, 1.98001, -1.76662)
H (2.54922, 2.08770, 4.50122)
H (0.45390, 1.32137, -5.33937)
H (2.22866, -2.33708, -2.13194)
C (-4.12371, -1.71075, -4.89696)
H (-5.15974, -0.38071, -2.74582)
H (-2.40162, 3.03854, 0.66177)
C (-3.43053, -1.27712, -3.63808)
H (-1.00932, 2.91879, -0.41268)
H (-4.85477, -1.55005, 2.70913)
C (-2.11775, -0.46613, -1.27542)
H (0.00866, -0.61799, 4.08347)
C (-3.46879, -0.19176, -1.46415)
C (1.99961, 2.19814, 3.56613)
N (-1.42480, -0.12202, -0.04449)
H (-1.31984, 5.06486, 2.61684)
H (-2.12277, 1.31455, 4.27014)
H (2.63423, 1.80955, 2.76432)
C (3.76973, 3.18332, 0.08935)
C (0.79096, 0.48995, -3.38336)
H (-3.77878, 0.33466, 5.74199)

Formally, the Mulliken partial charges of the atoms, in units of the elementary charge, are as follows: atom 1 (C): -1.5556, atom 2 (W): 0.3456, atom 3 (C): -1.0941, atom 4 (H): 0.3534, atom 5 (C): -1.2409, atom 6 (H): 0.4084, atom 7 (H): 0.2953, atom 8 (H): 0.3828, atom 9 (C): 0.8725, atom 10 (H): 0.3816, atom 11 (C): -1.5218, atom 12 (H): 0.6893, atom 13 (H): 0.3322, atom 14 (C): 2.3298, atom 15 (H): 0.4268, atom 16 (H): 0.3578, atom 17 (C): -1.4781, atom 18 (C): -0.8971, atom 19 (H): 0.5083, atom 20 (H): 0.2251, atom 21 (H): 0.4864, atom 22 (P): 1.1319, atom 23 (C): -1.8117, atom 24 (C): 0.5364, atom 25 (H): 0.5148, atom 26 (C): -0.5960, atom 27 (H): 0.3251, atom 28 (H): 0.4110, atom 29 (H): 0.3140, atom 30 (C): -0.0067, atom 31 (H): 0.3623, atom 32 (H): 0.4499, atom 33 (C): -0.5643, atom 34 (C): -1.6647, atom 35 (H): 0.6920, atom 36 (H): 0.5224, atom 37 (H): 0.4823, atom 38 (H): 0.2233, atom 39 (H): 0.3387, atom 40 (H): 0.1953, atom 41 (C): -1.5407, atom 42 (H): 0.4463, atom 43 (H): 0.4220, atom 44 (P): 0.4800, atom 45 (H): 0.2369, atom 46 (C): -1.1844, atom 47 (H): 0.3670, atom 48 (C): -0.6244, atom 49 (H): -0.0361, atom 50 (C): 0.8187, atom 51 (C): -1.0932, atom 52 (H): 0.3241, atom 53 (H): 0.4016, atom 54 (H): 0.2908, atom 55 (H): 0.5599, atom 56 (C): -0.4038, atom 57 (C): -0.9459, atom 58 (H): 0.5935, atom 59 (O): -1.1607, atom 60 (C): -0.5353, atom 61 (H): 0.2962, atom 62 (H): 0.6788, atom 63 (C): 0.5176, atom 64 (C): -0.3820, atom 65 (C): -1.1548, atom 66 (H): 0.5491, atom 67 (H): 0.3732, atom 68 (H): 0.7715, atom 69 (P): -0.0298, atom 70 (C): 0.3410, atom 71 (C): -1.7205, atom 72 (H): 0.4857, atom 73 (C): -0.6311, atom 74 (H): 0.3181, atom 75 (H): -0.0180, atom 76 (H): 0.5601, atom 77 (H): 0.5229, atom 78 (H): 0.3412, atom 79 (C): -1.6704, atom 80 (H): 0.4491, atom 81 (H): 0.2576, atom 82 (C): 0.4608, atom 83 (H): 0.2383, atom 84 (H): 0.4599, atom 85 (C): -0.4367, atom 86 (H): 0.2971, atom 87 (C): -0.3758, atom 88 (C): -1.5763, atom 89 (N): 1.0632, atom 90 (H): 0.4824, atom 91 (H): 0.3775, atom 92 (H): 0.0150, atom 93 (C): -0.9611, atom 94 (C): 0.8314, atom 95 (H): 0.3893



2.
This record from the OMol25 dataset describes a molecular structure, C35H55AlBBr5F3INNaO16P. The level of theory is wB97M-V/def2-TZVPD.

The calculation puts the frontier orbital gap at 0.9905 eV. Its HOMO energy is -8.86 eV. As for the spin multiplicity: 1. The value obtained for the molar mass is 1421.0 g mol⁻¹. As for the total energy: -458866.8631 eV. The total charge is +1. The LUMO energy is -7.9 eV. The calculation puts the max |F| at 4.05 eV/A.

Atoms and positions in Å:
C (-7.19328, 1.28344, -0.37433)
O (6.13803, -0.91608, -4.62284)
Al (-4.82214, 0.27007, -3.56826)
H (-2.10752, 2.85821, 3.06859)
C (1.26676, -3.82889, 5.06218)
H (1.22810, -0.48463, -0.79672)
C (7.36961, -1.29196, -4.25831)
F (3.26317, -3.81085, 7.03121)
O (7.71855, -2.42251, -4.05903)
H (-0.94835, -1.80202, -2.44276)
H (11.37193, -0.93852, -4.58159)
F (14.68501, 1.62714, -6.39170)
H (-2.71208, -2.55211, -1.62406)
H (-2.45766, 2.65428, 1.35160)
H (3.32682, -3.18251, 4.82644)
H (-1.15109, -2.48499, 4.09488)
H (-0.61705, 5.38920, -0.34657)
H (2.52137, -3.53986, 3.29540)
H (0.02305, -0.91663, 1.03618)
C (-2.63336, -2.47898, -0.54234)
H (-4.19872, -2.04775, 0.86419)
O (0.70793, -2.70474, 5.10016)
O (14.15706, 0.85826, -4.10826)
O (-14.16194, 2.26843, -4.29821)
H (-6.33326, -1.03185, 0.52623)
H (-0.42742, -0.40406, 3.10223)
H (3.06130, -4.86294, 4.34143)
C (2.53847, -4.39028, 11.01648)
Br (-13.49460, 6.12170, -2.42746)
H (-6.01982, 3.05954, -0.09794)
C (0.14204, 4.62380, -0.31624)
C (-12.85435, 5.92076, -0.63545)
C (-0.41028, 2.18425, 1.91603)
P (0.04728, 1.81963, 0.13756)
H (-0.41556, 1.31553, 2.55306)
O (-6.09206, 0.57939, -0.77241)
H (-0.13034, 0.07426, -3.42001)
C (5.24400, -2.00726, -4.85512)
C (-6.16558, -0.84077, -0.52868)
C (2.63863, -3.86180, 4.33380)
H (-7.00289, -1.28291, -1.05809)
C (12.67885, 2.65371, -3.91036)
H (0.44079, -2.47828, -1.54674)
C (-0.36777, -1.75709, -1.53421)
H (9.82450, 0.56325, -3.40601)
O (-13.15433, 4.22451, -4.85293)
H (2.34424, -4.54284, 12.06910)
O (11.72337, 3.27858, -3.59775)
Br (-2.43053, 0.74910, -1.76642)
H (-3.42876, -0.59465, 0.25873)
C (1.90861, -0.24644, -3.12662)
C (-0.59116, 3.28997, -0.75053)
C (-4.84699, -1.39082, -1.03279)
C (-11.81761, 2.33660, -4.35546)
H (-0.43401, 3.17386, -1.81294)
H (-11.74030, 1.96339, -3.34003)
H (-7.76434, 3.19683, 0.19666)
C (-1.36731, -2.28689, 3.04946)
C (10.33276, -0.89028, -4.90147)
H (1.35470, -2.69056, 8.31945)
C (3.59809, -5.04368, 10.40444)
C (-1.71192, 2.97771, 2.06686)
Na (1.71789, 3.08201, 1.13552)
O (8.10685, -0.19819, -4.13916)
O (-8.30068, 0.85040, -0.57905)
H (-11.10756, 2.79269, -0.46045)
O (-11.12575, 1.85725, -0.22323)
C (12.99407, 1.18948, -3.51078)
H (-12.89226, 6.89172, -0.16753)
F (15.91017, 2.35893, -4.53086)
C (3.03021, -4.00607, 8.34212)
H (-2.27713, -2.78289, 2.72605)
H (4.23273, -5.70342, 10.97989)
H (-4.47266, -0.59516, -1.69369)
H (-10.20231, 1.64545, -0.05434)
O (13.68114, 3.06970, -4.70434)
H (0.89531, -3.03916, 10.74660)
H (-11.77118, 1.50198, -5.05075)
B (14.65289, 2.01710, -4.80820)
H (5.22014, -2.68036, -4.00080)
C (-3.75612, -1.58267, -0.01192)
C (0.28289, -0.38381, -1.32114)
H (-2.10174, -0.35922, 3.58647)
H (4.26103, -1.57602, -5.00238)
I (3.61156, 0.68378, -2.17917)
H (-0.52894, -2.72281, 2.51429)
H (10.02893, -1.87983, -5.23980)
Br (14.33998, -0.09036, -6.96063)
H (0.54644, 4.55805, 0.68120)
H (4.66432, -5.36200, 8.55273)
H (-1.54182, 4.04008, 1.93258)
H (0.37826, 2.83440, 2.32496)
C (-13.23107, 3.03950, -4.52453)
H (-6.75580, 2.37396, 1.36361)
C (1.72683, -3.54364, 10.27382)
H (5.53400, -2.55634, -5.74886)
H (-2.79976, -3.48310, -0.17104)
H (0.73307, 1.37771, -2.55596)
O (0.86102, -4.90775, 5.51231)
O (2.02316, -1.12229, -3.92085)
C (-1.41842, -0.80397, 2.87227)
H (-0.68211, -2.85460, 0.22232)
C (-6.89290, 2.56385, 0.30409)
C (-1.19462, -2.02429, -0.24231)
H (-5.04245, -2.31157, -1.57758)
C (9.48003, -0.40795, -3.75148)
H (-1.64676, 3.43853, -0.56745)
O (12.33110, 0.47449, -2.83884)
C (1.97090, -3.34236, 8.92425)
H (10.24914, -0.20711, -5.74963)
C (-0.96422, -0.75404, 0.57480)
H (9.52268, -1.09501, -2.90847)
Br (-13.93244, 4.72878, 0.40787)
O (-1.82225, -0.35193, 1.56790)
H (0.92351, 4.83216, -1.03464)
C (0.58858, 0.30734, -2.64674)
Br (-10.99844, 5.37090, -0.60096)
C (3.84930, -4.85749, 9.05321)
N (-0.73145, 0.31200, -0.45524)
H (-11.02425, 3.04789, -4.56472)

These are the Mulliken partial charges, in e, on atoms 1 to 99: atom 1 (C): 0.6506, atom 2 (O): -0.3216, atom 3 (Al): 0.5309, atom 4 (H): 0.4007, atom 5 (C): 0.9290, atom 6 (H): 0.4622, atom 7 (C): 0.7014, atom 8 (F): -0.2008, atom 9 (O): -0.5418, atom 10 (H): 0.3946, atom 11 (H): 0.2391, atom 12 (F): -0.1475, atom 13 (H): 0.6705, atom 14 (H): 0.2937, atom 15 (H): 0.2405, atom 16 (H): 0.6041, atom 17 (H): 0.3394, atom 18 (H): 0.2439, atom 19 (H): 1.1575, atom 20 (C): -1.9971, atom 21 (H): 0.7324, atom 22 (O): -0.6746, atom 23 (O): -0.4953, atom 24 (O): -0.4591, atom 25 (H): 0.4162, atom 26 (H): 0.4288, atom 27 (H): 0.3399, atom 28 (C): -0.5757, atom 29 (Br): 0.0307, atom 30 (H): 0.3224, atom 31 (C): -1.5124, atom 32 (C): -0.3121, atom 33 (C): 0.0546, atom 34 (P): 0.1575, atom 35 (H): -0.0306, atom 36 (O): -0.1574, atom 37 (H): 0.5036, atom 38 (C): -0.5961, atom 39 (C): -0.7830, atom 40 (C): -0.9713, atom 41 (H): 0.3877, atom 42 (C): 0.5384, atom 43 (H): 0.3276, atom 44 (C): -1.6100, atom 45 (H): 0.2623, atom 46 (O): -0.4730, atom 47 (H): 0.3699, atom 48 (O): -0.5075, atom 49 (Br): -0.0895, atom 50 (H): 0.0652, atom 51 (C): -0.3985, atom 52 (C): -0.5620, atom 53 (C): -0.0380, atom 54 (C): -0.6312, atom 55 (H): 0.6047, atom 56 (H): 0.2028, atom 57 (H): 0.2381, atom 58 (C): -1.4081, atom 59 (C): -1.0505, atom 60 (H): 0.4270, atom 61 (C): -0.3112, atom 62 (C): -1.5062, atom 63 (Na): 0.6302, atom 64 (O): -0.3714, atom 65 (O): -0.6126, atom 66 (H): 0.2068, atom 67 (O): -0.5337, atom 68 (C): 0.6544, atom 69 (H): 0.3145, atom 70 (F): -0.2150, atom 71 (C): 0.4103, atom 72 (H): 0.2628, atom 73 (H): 0.3549, atom 74 (H): -0.7751, atom 75 (H): 0.3578, atom 76 (O): -0.4353, atom 77 (H): 0.3474, atom 78 (H): 0.2988, atom 79 (B): 0.7635, atom 80 (H): 0.3160, atom 81 (C): 0.0861, atom 82 (C): -0.0280, atom 83 (H): 0.4316, atom 84 (H): 0.1005, atom 85 (I): -0.0217, atom 86 (H): 0.1968, atom 87 (H): 0.3954, atom 88 (Br): 0.3770, atom 89 (H): 0.3949, atom 90 (H): 0.4036, atom 91 (H): 0.3458, atom 92 (H): 0.4115, atom 93 (C): 0.7360, atom 94 (H): 0.2769, atom 95 (C): -0.3439, atom 96 (H): 0.3458, atom 97 (H): 0.2182, atom 98 (H): 0.1293, atom 99 (O): -0.6112



Question: Which of these has the highest total charge?
Answer: C35H54NOP3W



Question: Which value of molar mass does entry 1 give?
Answer: 781.6 g mol⁻¹